[1]
Below is an isolated molecule of C2H6N2O in a non-equilibrium geometry, with properties calculated with ωB97M-V with the def2-TZVPD basis set.

Bonds (Å) are listed after each position.
Cartesian coordinates (Å):
1 H 0.154 1.556 0.949  N11 1.004
2 N -1.476 -0.270 0.099  H6 1.029, C7 1.504, H10 1.065
3 H 0.108 -1.098 1.076  C7 1.076
4 C 0.936 0.235 -0.387  O5 1.213, C7 1.540, N11 1.396
5 O 2.078 -0.117 -0.601  C4 1.213
6 H -1.749 -0.181 -0.890  N2 1.029
7 C -0.082 -0.834 0.051  N2 1.504, H3 1.076, C4 1.540, H8 1.088
8 H -0.038 -1.690 -0.618  C7 1.088
9 H 1.470 2.040 -0.060  N11 1.008
10 H -2.017 -1.159 0.323  N2 1.065
11 N 0.616 1.518 0.058  H1 1.004, C4 1.396, H9 1.008

Computed properties:
2S+1: 1
Kohn-Sham gap, eV: 10.48
Largest force on an atom, eV/A: 4.0
HOMO, Eh: -0.35956
Relative energy (zero: lowest compared OMol25 entry of this formula, charge and spin), eV: 1.114
E, hartree: -264.5464
Structure (SMILES): NCC(N)=O

Atom charges from the natural (NBO) analysis, given in e for atoms 1 to 5: 0.4036, -0.8139, 0.2130, 0.6642, -0.5794



[2]
Below is an isolated molecule of CH5BOS in a non-equilibrium geometry, with properties calculated with ωB97M-V with the def2-TZVPD basis set.

Bonds (Å) are listed after each position.
Cartesian coordinates (Å):
1 S -2.224 0.016 -0.034  C4 1.699
2 B 0.717 -0.366 0.203  C4 1.611, H5 1.241, H6 1.121, O9 1.693
3 H -0.900 -1.879 -0.447  C4 1.084
4 C -0.790 -0.895 -0.007  S1 1.699, B2 1.611, H3 1.084
5 H 1.235 -0.354 1.331  B2 1.241
6 H 1.301 -0.606 -0.724  B2 1.121
7 H -0.342 1.418 0.512  O9 1.006
8 H 0.459 1.357 -0.880  O9 0.931
9 O 0.542 1.310 0.047  B2 1.693, H7 1.006, H8 0.931

Computed properties:
2S+1: 1
Kohn-Sham gap, eV: 8.48
Largest force on an atom, eV/A: 3.2
HOMO, Eh: -0.32809
Relative energy (zero: lowest compared OMol25 entry of this formula, charge and spin), eV: 2.922
E, hartree: -539.3222

Atom charges from the natural (NBO) analysis, given in e for atoms 1 to 5: -0.0870, 0.0872, 0.1915, -0.4029, -0.0147



[3]
Below is a cluster of 3 separate species, C3H9O5 in total in a non-equilibrium geometry, with properties calculated with ωB97M-V with the def2-TZVPD basis set.

Bonds (Å) are listed after each position.
Cartesian coordinates (Å):
1 O -1.804 0.994 2.445  H12 1.034, H14 0.960
2 H 1.708 -1.255 -1.862  C8 1.023
3 O -0.802 -0.762 -0.424  C13 1.192
4 O 0.230 1.705 -1.970  C7 1.507, H10 0.907
5 H 2.114 0.075 -0.960  C8 1.137
6 O 1.010 -0.719 0.814  C13 1.203
7 C 0.578 0.335 -2.490  O4 1.507, C8 1.495, H11 1.126, H15 1.106
8 C 1.227 -0.472 -1.413  H2 1.023, H5 1.137, C7 1.495, C13 1.504
9 H -1.668 -0.947 2.633  O17 1.084
10 H -0.086 1.507 -1.143  O4 0.907
11 H -0.424 0.130 -2.961  C7 1.126
12 H -0.853 0.679 2.699  O1 1.034
13 C 0.368 -0.718 -0.203  O3 1.192, O6 1.203, C8 1.504
14 H -1.407 1.344 1.645  O1 0.960
15 H 1.223 0.706 -3.309  C7 1.106
16 H -0.313 -1.268 3.026  O17 0.908
17 O -1.101 -1.333 3.473  H9 1.084, H16 0.908

Computed properties:
2S+1: 1
Kohn-Sham gap, eV: 8.74
Largest force on an atom, eV/A: 5.3
Net charge: -1
HOMO, Eh: -0.18047
Relative energy (zero: lowest compared OMol25 entry of this formula, charge and spin), eV: 2.467
E, hartree: -495.9194

Atom charges from the natural (NBO) analysis, given in e for atoms 1 to 5: -0.9446, 0.2081, -0.7612, -0.7643, 0.2155



[4]
Below is the ion C2H7N2O2 with charge +1 in a non-equilibrium geometry, with properties calculated with ωB97M-V with the def2-TZVPD basis set.

Bonds (Å) are listed after each position.
Cartesian coordinates (Å):
1 O 1.408 1.238 -0.289  H2 0.933, C10 1.343
2 H 2.271 1.197 0.062  O1 0.933
3 O 1.731 -1.031 -0.125  H7 1.041, C10 1.336
4 N -1.328 0.999 0.091  H5 1.010, H8 1.048, C11 1.544, H13 1.067
5 H -1.705 0.750 0.994  N4 1.010
6 H -0.508 -2.310 -0.297  N12 1.084
7 H 2.747 -0.810 -0.175  O3 1.041
8 H -1.842 1.136 -0.812  N4 1.048
9 H -1.570 -1.392 0.744  N12 1.060
10 C 0.891 0.008 -0.133  O1 1.343, O3 1.336, C11 1.293
11 C -0.385 -0.193 -0.183  N4 1.544, C10 1.293, N12 1.371
12 N -1.062 -1.385 -0.187  H6 1.084, H9 1.060, C11 1.371
13 H -0.649 1.793 0.308  N4 1.067

Computed properties:
2S+1: 1
Kohn-Sham gap, eV: 9.02
Largest force on an atom, eV/A: 4.2
Net charge: +1
HOMO, Eh: -0.47009
Relative energy (zero: lowest compared OMol25 entry of this formula, charge and spin), eV: 2.512
E, hartree: -340.0878
Structure (SMILES): NC([NH3+])=C(O)O

Atom charges from the natural (NBO) analysis, given in e for atoms 1 to 5: -0.6640, 0.4933, -0.6678, -0.7110, 0.4473



[5]
Below is a cluster of 13 separate species, C4H24BO20 in total in a non-equilibrium geometry, with properties calculated with ωB97M-V with the def2-TZVPD basis set.

Bonds (Å) are listed after each position.
Cartesian coordinates (Å):
1 H 3.449 4.161 -2.933  O18 0.957
2 H -1.005 -1.118 -5.044  O8 0.957
3 H -1.567 -2.793 -1.402  O48 0.957
4 O -0.796 -0.119 -0.439  C38 1.324, B42 1.487
5 C -0.869 0.259 3.088  O21 1.240, C25 1.520, O34 1.394
6 H 3.188 0.019 0.793  O14 0.957
7 H 0.896 -2.700 -2.978  O11 0.957
8 O -1.637 -0.472 -5.360  H2 0.957, H9 0.957
9 H -1.151 0.353 -5.371  O8 0.957
10 H -3.210 -1.672 -3.276  O33 0.957
11 O 1.272 -3.376 -2.414  H7 0.957, H27 0.957
12 O 2.034 3.665 2.358  H20 0.957, H23 0.957
13 H 3.290 3.397 -1.635  O18 0.957
14 O 2.711 -0.638 1.299  H6 0.957, H39 0.957
15 H -3.831 0.834 -1.573  O47 0.957
16 O 1.852 1.935 -1.489  C41 1.237
17 H -0.616 -2.290 4.878  O30 0.957
18 O 3.950 3.790 -2.207  H1 0.957, H13 0.957
19 H -0.899 -2.636 -0.053  O48 0.957
20 H 2.644 3.342 3.021  O12 0.957
21 O -0.786 -0.109 4.270  C5 1.240
22 H 1.585 -3.536 0.364  O37 0.957
23 H 1.997 2.967 1.705  O12 0.957
24 H -1.875 -1.108 -2.838  O33 0.957
25 C -1.786 1.374 2.612  C5 1.520, O29 1.207, O35 1.345
26 H 4.067 1.223 -3.073  O32 0.957
27 H 0.948 -3.166 -1.539  O11 0.957
28 O -3.653 2.976 5.955  H40 0.957, H44 0.957
29 O -2.646 1.955 3.228  C25 1.207
30 O -0.558 -3.242 4.963  H17 0.957, H43 0.957
31 H -3.455 -0.629 -1.476  O47 0.957
32 O 3.819 0.367 -3.421  H26 0.957, H36 0.957
33 O -2.587 -1.678 -2.549  H10 0.957, H24 0.957
34 O -0.221 -0.238 1.959  C5 1.394, B42 1.511
35 O -1.519 1.519 1.302  C25 1.345, B42 1.452
36 H 3.087 0.549 -4.009  O32 0.957
37 O 1.057 -2.754 0.525  H22 0.957, H46 0.957
38 C 0.123 0.081 -1.372  O4 1.324, C41 1.632, O49 1.247
39 H 1.870 -0.225 1.497  O14 0.957
40 H -2.990 3.449 5.451  O28 0.957
41 C 0.988 1.351 -0.824  O16 1.237, C38 1.632, O45 1.268
42 B -0.464 0.670 0.777  O4 1.487, O34 1.511, O35 1.452, O45 1.497
43 H -0.603 -3.566 4.064  O30 0.957
44 H -3.274 2.108 6.094  O28 0.957
45 O 0.719 1.508 0.405  C41 1.268, B42 1.497
46 H 1.624 -2.183 1.043  O37 0.957
47 O -4.093 0.011 -1.161  H15 0.957, H31 0.957
48 O -1.218 -3.297 -0.666  H3 0.957, H19 0.957
49 O 0.140 -0.319 -2.552  C38 1.247

Computed properties:
2S+1: 2
Kohn-Sham gap (alpha / beta), eV: 2.48 / 6.39
Largest force on an atom, eV/A: 5.3
Net charge: -2
HOMO (alpha / beta), Eh: 0.05492 / -0.08902
Relative energy (zero: lowest compared OMol25 entry of this formula, charge and spin), eV: 0.554
E, hartree: -1696.7510
⟨S²⟩: 0.7535

Atom charges from the natural (NBO) analysis, given in e for atoms 1 to 5: 0.4596, 0.4785, 0.4767, -0.6318, 0.4843



[6]
Below is a cluster of 8 separate species, C23H67Br2O28P7 in total in a non-equilibrium geometry, with properties calculated with ωB97M-V with the def2-TZVPD basis set.

Bonds (Å) are listed after each position.
Cartesian coordinates (Å):
1 O -5.503 -2.147 2.567  P24 1.478
2 H 0.311 4.571 2.627  C52 1.092
3 P -0.044 3.460 -4.705  O67 1.607, O70 1.621, O78 1.470, O91 1.586
4 H -7.205 -2.727 5.621  C90 1.090
5 Br -0.435 1.172 1.302  C49 1.975
6 P -1.614 -5.197 -1.349  O18 1.612, O44 1.602, O97 1.471, O124 1.602
7 H 0.801 6.037 3.329  C52 1.095
8 H -5.166 -1.701 0.077  C66 1.093
9 H 0.276 -5.812 0.536  C25 1.090
10 H -3.397 -1.754 -3.985  C102 1.089
11 P 4.578 1.957 5.127  O33 1.584, O77 1.478, O112 1.600, O116 1.591
12 H -1.992 -0.310 2.990  C95 1.083
13 C 4.931 -0.788 -0.641  H37 1.093, O48 1.426, H58 1.086, H120 1.093
14 Br 0.939 -1.766 2.563  C84 1.950
15 H 1.684 0.334 0.222  C49 1.090
16 H -1.550 -4.128 -4.280  C42 1.091
17 H 5.139 2.440 8.519  C47 1.090
18 O -1.104 -6.651 -0.874  P6 1.612, C25 1.436
19 H -3.116 3.880 -1.044  C54 1.093
20 H -0.608 -7.280 1.043  C25 1.085
21 H -0.001 -3.360 -3.698  C42 1.087
22 H -2.559 1.299 -5.259  C79 1.090
23 H 7.303 1.276 3.216  C26 1.091
24 P -4.602 -2.204 3.738  O1 1.478, O31 1.581, O36 1.606, O71 1.589
25 C -0.162 -6.754 0.205  H9 1.090, O18 1.436, H20 1.085, H50 1.091
26 C 6.259 0.999 3.365  H23 1.091, O116 1.425, H126 1.094, H127 1.086
27 O 1.710 5.606 1.492  C52 1.423, P108 1.591
28 H -1.762 -3.195 2.598  C61 1.090
29 O 1.597 3.274 0.562  C75 1.422, P108 1.582
30 H 3.614 3.739 0.866  C75 1.087
31 O -5.203 -2.460 5.177  P24 1.581, C90 1.428
32 H 0.435 0.046 -0.833  C49 1.091
33 O 4.497 1.767 6.697  P11 1.584, C47 1.436
34 H -6.123 -4.024 6.114  C90 1.088
35 H 3.030 2.179 1.503  C75 1.091
36 O -3.738 -0.864 3.930  P24 1.606, C95 1.419
37 H 5.024 -1.410 0.253  C13 1.093
38 H 1.491 -3.788 -1.960  C125 1.087
39 H -1.855 2.702 -1.274  C54 1.090
40 H -2.911 2.749 0.223  C54 1.091
41 H 2.530 3.124 -2.728  C94 1.092
42 C -0.970 -3.770 -3.429  H16 1.091, H21 1.087, O44 1.450, H103 1.090
43 H -3.297 2.501 -4.376  C79 1.096
44 O -0.730 -4.981 -2.667  P6 1.602, C42 1.450
45 H 2.024 1.478 -2.744  C94 1.092
46 H 1.994 4.782 3.372  C52 1.088
47 C 5.380 2.598 7.468  H17 1.090, O33 1.436, H60 1.092, H87 1.088
48 O 4.898 -1.570 -1.833  C13 1.426, P65 1.602
49 C 0.668 -0.063 0.227  Br5 1.975, H15 1.090, H32 1.091, C84 1.514
50 H 0.677 -7.300 -0.228  C25 1.091
51 C -0.834 6.143 -0.332  H81 1.091, H111 1.091, O114 1.422, H123 1.090
52 C 1.199 5.194 2.755  H2 1.092, H7 1.095, O27 1.423, H46 1.088
53 H 2.283 -5.322 -2.045  C125 1.091
54 C -2.856 2.834 -0.863  H19 1.093, H39 1.090, H40 1.091, O89 1.420
55 H -5.253 -0.046 0.641  C66 1.088
56 H -0.478 6.733 -3.670  C115 1.093
57 H 3.220 -0.841 -5.356  C121 1.085
58 H 5.737 -0.059 -0.632  C13 1.086
59 H -6.593 -3.815 4.384  C90 1.089
60 H 6.397 2.219 7.354  C47 1.092
61 C -2.758 -3.612 2.446  H28 1.090, O71 1.421, H88 1.091, H110 1.091
62 O -4.160 -0.073 -3.002  C102 1.438, P118 1.604
63 H 1.236 6.293 -4.051  C115 1.089
64 H -0.095 6.166 -5.189  C115 1.096
65 P 3.511 -2.189 -2.343  O48 1.602, O80 1.582, O117 1.476, O122 1.595
66 C -4.975 -0.664 -0.210  H8 1.093, H55 1.088, H92 1.093, O96 1.423
67 O 1.253 2.616 -4.269  P3 1.607, C94 1.430
68 H 4.958 -0.779 -4.955  C121 1.090
69 H 1.549 0.738 3.974  C105 1.093
70 O -0.032 4.702 -3.663  P3 1.621, C115 1.408
71 O -3.483 -3.327 3.635  P24 1.589, C61 1.421
72 H -5.135 -1.725 -3.631  C102 1.089
73 H 3.850 -0.125 -3.823  C121 1.092
74 H -3.306 -0.799 1.865  C95 1.091
75 C 2.961 2.891 0.678  O29 1.422, H30 1.087, H35 1.091, H107 1.095
76 H -2.566 2.995 -5.842  C79 1.088
77 O 4.478 3.325 4.577  P11 1.478
78 O -0.082 3.818 -6.130  P3 1.470
79 C -2.402 2.342 -4.988  H22 1.090, H43 1.096, H76 1.088, O91 1.418
80 O 3.527 -3.723 -1.958  P65 1.582, C125 1.440
81 H -1.269 6.035 -1.326  C51 1.091
82 O -1.772 0.300 -2.135  P118 1.468
83 H -4.333 -6.725 -2.880  C100 1.088
84 C 0.550 -1.506 0.670  Br14 1.950, C49 1.514, H98 1.095, H104 1.090
85 H 0.916 2.759 -2.151  C94 1.088
86 H -3.427 0.697 2.606  C95 1.094
87 H 5.304 3.661 7.247  C47 1.088
88 H -3.179 -3.243 1.510  C61 1.091
89 O -3.721 1.911 -1.509  C54 1.420, P118 1.622
90 C -6.338 -3.315 5.317  H4 1.090, O31 1.428, H34 1.088, H59 1.089
91 O -1.238 2.544 -4.204  P3 1.586, C79 1.418
92 H -5.661 -0.525 -1.049  C66 1.093
93 H -3.067 -5.992 -3.877  C100 1.089
94 C 1.656 2.493 -2.902  H41 1.092, H45 1.092, O67 1.430, H85 1.088
95 C -3.061 -0.313 2.811  H12 1.083, O36 1.419, H74 1.091, H86 1.094
96 O -3.603 -0.525 -0.563  C66 1.423, P118 1.607
97 O -1.437 -4.085 -0.402  P6 1.471
98 H -0.421 -1.959 0.441  C84 1.095
99 O 2.013 5.237 -1.032  P108 1.470
100 C -3.305 -6.369 -2.883  H83 1.088, H93 1.089, H106 1.092, O124 1.436
101 H 1.791 0.365 5.688  C105 1.090
102 C -4.146 -1.491 -3.239  H10 1.089, O62 1.438, H72 1.089, H113 1.090
103 H -1.538 -3.001 -2.905  C42 1.090
104 H 1.100 -2.252 0.095  C84 1.090
105 C 2.094 1.026 4.877  H69 1.093, H101 1.090, H109 1.091, O112 1.430
106 H -2.693 -7.249 -2.678  C100 1.092
107 H 3.320 2.308 -0.176  C75 1.095
108 P 1.324 4.785 0.185  O27 1.591, O29 1.582, O99 1.470, O114 1.605
109 H 1.841 2.049 5.158  C105 1.091
110 H -2.658 -4.679 2.241  C61 1.091
111 H -1.630 6.360 0.381  C51 1.091
112 O 3.492 0.907 4.600  P11 1.600, C105 1.430
113 H -3.984 -2.126 -2.368  C102 1.090
114 O -0.270 4.890 0.037  C51 1.422, P108 1.605
115 C 0.189 6.007 -4.143  H56 1.093, H63 1.089, H64 1.096, O70 1.408
116 O 5.925 1.207 4.735  P11 1.591, C26 1.425
117 O 2.306 -1.441 -1.935  P65 1.476
118 P -3.199 0.406 -1.810  O62 1.604, O82 1.468, O89 1.622, O96 1.607
119 H 2.257 -4.551 -0.462  C125 1.086
120 H 3.964 -0.289 -0.540  C13 1.093
121 C 3.953 -0.924 -4.560  H57 1.085, H68 1.090, H73 1.092, O122 1.434
122 O 3.790 -2.193 -3.913  P65 1.595, C121 1.434
123 H -0.129 6.974 -0.359  C51 1.090
124 O -3.126 -5.407 -1.832  P6 1.602, C100 1.436
125 C 2.309 -4.361 -1.531  H38 1.087, H53 1.091, O80 1.440, H119 1.086
126 H 5.728 1.744 2.765  C26 1.094
127 H 6.088 -0.018 3.025  C26 1.086

Computed properties:
2S+1: 1
Kohn-Sham gap, eV: 10.03
Largest force on an atom, eV/A: 2.0
HOMO, Eh: -0.35238
Relative energy (zero: lowest compared OMol25 entry of this formula, charge and spin), eV: 0.000
E, hartree: -10561.3996
Structure (SMILES): COP(=O)(OC)OC.COP(=O)(OC)OC.COP(=O)(OC)OC.COP(=O)(OC)OC.COP(=O)(OC)OC.COP(=O)(OC)OC.COP(=O)(OC)OC.BrCCBr

Atom charges from the Löwdin analysis, given in e for atoms 1 to 5: -0.2388, 0.0835, 0.4210, 0.0899, 0.7597



[7]
Below is a cluster of 6 separate species, C2H16O5S in total in a non-equilibrium geometry, with properties calculated with ωB97M-V with the def2-TZVPD basis set.

Bonds (Å) are listed after each position.
Cartesian coordinates (Å):
1 H -0.858 -2.440 1.531  C13 1.156
2 H -0.799 -3.619 0.178  C13 1.140
3 O 1.038 2.237 -1.474  H14 0.941, H19 0.938
4 H -0.391 2.149 0.834  O8 0.839
5 H 1.367 0.682 1.520  O11 0.993
6 O -1.244 1.446 -2.080  H7 0.943, H16 0.940
7 H -0.700 0.827 -2.538  O6 0.943
8 O -0.153 1.619 1.438  H4 0.839, H15 1.023
9 H 2.335 -1.073 -0.065  S22 1.254
10 O -2.230 0.269 0.157  H18 0.938, H24 1.068
11 O 2.336 0.669 1.741  H5 0.993, H12 0.976
12 H 2.311 0.901 2.689  O11 0.976
13 C -0.202 -2.764 0.636  H1 1.156, H2 1.140, H17 1.115, C23 1.568
14 H 1.467 2.209 -0.638  O3 0.941
15 H -1.049 1.206 1.711  O8 1.023
16 H -0.663 1.904 -1.500  O6 0.940
17 H 0.728 -3.095 1.153  C13 1.115
18 H -3.005 -0.251 0.073  O10 0.938
19 H 1.496 1.625 -2.017  O3 0.938
20 H -0.768 -1.842 -1.180  C23 1.112
21 H -0.387 -0.579 -0.045  C23 1.159
22 S 1.682 -1.438 -1.072  H9 1.254, C23 1.819
23 C -0.002 -1.611 -0.407  C13 1.568, H20 1.112, H21 1.159, S22 1.819
24 H -2.309 0.967 -0.648  O10 1.068

Computed properties:
2S+1: 1
Kohn-Sham gap, eV: 9.27
Largest force on an atom, eV/A: 10.6
HOMO, Eh: -0.32742
Relative energy (zero: lowest compared OMol25 entry of this formula, charge and spin), eV: 2.043
E, hartree: -860.1158
Structure (SMILES): CCS.O.O.O.O.O

Atom charges from the natural (NBO) analysis, given in e for atoms 1 to 5: 0.2073, 0.2111, -0.9537, 0.4489, 0.4944